(1)
Here is a 18-piece molecular cluster, C34H52Cl35F3IN3O2 overall in a non-equilibrium geometry from the OMol25 dataset. Energies are from ωB97M-V/def2-TZVPD.

```
130
C34H52Cl35F3IN3O2 ωB97M-V/def2-TZVPD
C -2.0718 -2.8013 0.5603
C -1.3523 -1.6542 -0.2413
I -2.4257 0.1743 0.1053
C 0.1443 -1.5990 0.1261
C 0.9185 -0.3499 -0.3505
C 1.6621 0.2859 0.6204
C 2.4799 1.4422 0.3224
C 3.3062 2.0036 1.4762
C 4.8309 1.7262 1.3066
O 5.6030 2.0258 2.1660
Cl 5.4908 0.8972 -0.1516
C 2.4463 1.9354 -0.9580
C 3.2386 3.1934 -1.3242
C 2.6974 4.4776 -0.6389
N 1.3826 4.9107 -1.1173
C 1.6687 1.2901 -1.9868
N 1.7321 1.8414 -3.2299
C 1.0183 1.1704 -4.1475
C 0.2751 -0.0061 -3.8156
C -0.4663 -0.6989 -4.9935
O 0.4185 -0.6206 -6.1450
C -0.0975 0.0980 -7.1500
F -0.9379 -0.6177 -7.9272
F 0.9352 0.4192 -7.9700
F -0.6506 1.2839 -6.7670
N 0.1637 -0.5602 -2.6278
C 0.8969 0.1363 -1.7108
H -2.3162 -3.6311 -0.1297
H -1.4109 -3.2220 1.3346
H -3.0139 -2.4699 1.0130
H -1.5049 -1.9084 -1.2990
H 0.1878 -1.6092 1.2308
H 0.6482 -2.5331 -0.2043
H 1.6697 -0.1295 1.6331
H 3.0414 1.4310 2.3847
H 3.1096 3.0555 1.7087
H 4.2940 3.0703 -1.0175
H 3.2599 3.3829 -2.4067
H 3.4022 5.3001 -0.8718
H 2.6474 4.4281 0.4586
H 1.4334 5.2787 -2.0607
H 0.6854 4.1783 -1.0355
H 1.0413 1.5377 -5.1715
H -1.4990 -0.2957 -5.1811
H -0.5882 -1.7543 -4.6896
C 1.3583 6.4417 -5.0274
Cl 1.2720 7.1650 -3.4132
Cl 1.0272 4.7078 -4.9697
H 0.6234 6.9216 -5.6648
H 2.3548 6.5967 -5.4269
C -1.6716 2.2485 -9.8940
Cl -2.5705 3.6729 -9.3658
Cl -2.4562 1.4599 -11.2658
H -0.6722 2.5528 -10.1868
H -1.6087 1.5558 -9.0641
C 1.9140 -3.1063 3.8090
Cl 0.9266 -1.7041 4.2408
Cl 1.1840 -4.0342 2.4946
H 2.8928 -2.7607 3.4912
H 2.0122 -3.7465 4.6760
C -5.8141 -2.5431 3.4296
Cl -5.3485 -3.8392 2.3228
Cl -4.7355 -1.1484 3.2880
H -6.8252 -2.2275 3.1943
H -5.7689 -2.9175 4.4469
C 1.6604 10.5429 -2.6221
Cl 0.4239 11.2414 -3.6748
Cl 3.0231 11.6490 -2.4051
H 1.2197 10.3344 -1.6528
H 2.0224 9.6241 -3.0700
C -5.3613 1.6110 5.7773
Cl -6.2652 0.3841 6.6779
Cl -6.1818 3.1782 5.8040
H -4.3815 1.7239 6.2298
H -5.2603 1.2831 4.7481
C -3.9763 -1.5599 -3.8502
Cl -4.5615 -1.9117 -2.2270
Cl -3.0156 -0.0696 -3.9118
H -3.3553 -2.3861 -4.1841
H -4.8298 -1.4461 -4.5098
C 0.7015 -4.9671 -2.0647
Cl 0.3910 -5.2289 -0.3450
Cl 1.5042 -3.4144 -2.3449
H 1.3425 -5.7621 -2.4304
H -0.2438 -4.9781 -2.5975
C 3.0886 -0.0395 7.4999
Cl 2.1491 0.5536 6.1258
Cl 2.3419 -1.4689 8.2243
H 4.0835 -0.3013 7.1555
H 3.1487 0.7431 8.2484
C -3.5715 -0.6813 8.7080
Cl -2.3040 -1.0732 7.5381
Cl -3.6552 -1.8836 10.0020
H -3.3565 0.2885 9.1450
H -4.5249 -0.6546 8.1905
C 4.1404 -6.8403 0.9752
Cl 3.9883 -5.0975 1.2168
Cl 3.0528 -7.7364 2.0442
H 3.8919 -7.0737 -0.0546
H 5.1622 -7.1368 1.1871
C -0.9698 3.7282 1.1836
Cl -2.1247 3.7541 -0.1544
Cl 0.1697 2.3588 1.0644
H -0.4002 4.6528 1.1585
H -1.5167 3.6552 2.1188
C 4.7387 -5.6995 5.1089
Cl 4.8053 -7.0690 6.2237
Cl 4.2629 -4.2103 5.9381
H 5.7204 -5.5569 4.6701
H 4.0121 -5.9159 4.3311
C -5.0850 2.4184 -6.0478
Cl -5.3253 3.0875 -4.4315
Cl -5.5294 0.7066 -6.1140
H -5.7034 2.9658 -6.7507
H -4.0383 2.5179 -6.3171
C -9.4062 2.1488 4.2132
Cl -10.5310 1.9586 2.8628
Cl -8.1715 0.8852 4.2159
H -8.9162 3.1130 4.1288
H -9.9624 2.0944 5.1428
C 4.3613 -10.5343 8.0974
Cl 2.9180 -11.5483 7.9905
Cl 5.1995 -10.7621 9.6366
H 5.0352 -10.7975 7.2891
H 4.0655 -9.4942 8.0101
C 4.7085 0.0709 -5.6204
Cl 5.6573 -0.9498 -4.5309
Cl 3.4177 0.9207 -4.7474
H 5.3678 0.8014 -6.0786
H 4.2606 -0.5552 -6.3856
```

Values from the calculation:
* 2S+1: 1
* max |F|: 2.71 eV/A
* LUMO energy: -0.530 eV

---

(2)
Here is one molecule with the formula C10H11N3O2 in a non-equilibrium geometry from the OMol25 dataset. Energies are from ωB97M-V/def2-TZVPD.

```
26
C10H11N3O2 ωB97M-V/def2-TZVPD
C 2.3868 -2.2100 -0.2715
C 2.6512 -0.8203 -0.3885
C 1.0916 -2.6831 -0.1482
C 1.6476 0.0518 -0.4262
C -0.0263 -1.8036 -0.2266
C 0.2083 -0.3919 -0.3461
C -1.4274 -2.2388 -0.2233
C -1.8221 2.2953 0.5838
C -0.5960 2.8518 -0.0856
C -1.2719 1.6179 -0.6523
N -0.7996 0.3329 -0.6319
N -2.3577 -1.6085 0.6934
N -3.1982 -0.7722 0.0795
O -3.4449 -0.7808 -1.0928
O -3.7023 0.0445 0.8508
H 3.1087 -2.9187 -0.4205
H 3.6398 -0.4374 -0.2580
H 0.7914 -3.8096 -0.1896
H 1.7790 1.2027 -0.6064
H -1.7419 -1.8844 -1.2046
H -1.5809 -3.3797 -0.0738
H -1.7053 1.8238 1.5636
H -2.7403 2.7584 0.2705
H -0.5457 3.7653 -0.6079
H 0.2136 2.5261 0.4731
H -2.1568 1.4082 -1.3254
```

Values from the calculation:
* 2S+1: 1
* max |F|: 4.14 eV/A
* LUMO energy (spin up / spin down): -2.918 / -2.918 eV

---

(3)
Here is C2HI3O as an isolated structure in a non-equilibrium geometry from the OMol25 dataset. Energies are from ωB97M-V/def2-TZVPD.

```
7
C2HI3O ωB97M-V/def2-TZVPD
C 0.3734 -0.7102 0.2461
C 0.2014 0.4370 -0.6144
O 0.0562 -1.8194 -0.1091
I -0.6167 0.0512 -2.4711
I -2.0382 0.3052 1.9869
I 1.1466 2.2310 -0.2396
H 0.8773 -0.4950 1.2012
```

Values from the calculation:
* 2S+1: 1
* max |F|: 1.92 eV/A
* LUMO energy (spin up / spin down): -3.683 / -3.682 eV

---

(4)
Here is C35H28BrN2OS5Ta as an isolated structure in a non-equilibrium geometry from the OMol25 dataset. Energies are from ωB97M-V/def2-TZVPD.

```
73
C35H28BrN2OS5Ta ωB97M-V/def2-TZVPD
Ta 1.1907 0.1732 0.9747
S 1.1296 -2.0320 -0.6474
C 2.5973 -2.0485 -1.6298
C 3.0041 -3.2640 -2.2105
C 4.1143 -3.2545 -3.0144
C 4.8891 -2.1068 -3.1329
C 4.5462 -0.9667 -2.4917
C 3.4172 -0.9444 -1.6966
S 2.9757 0.5671 -0.9189
C 4.4727 0.8639 0.0088
C 4.1066 1.6715 1.1862
C 5.0475 2.2875 1.9813
C 4.7322 3.1903 2.9780
C 3.3685 3.4572 3.2197
C 2.4339 2.7006 2.5075
C 0.9944 2.8523 2.8211
S 0.2843 1.2766 2.9999
C 1.3293 0.6990 4.3280
C 1.2993 1.3019 5.5886
C 2.0795 0.7574 6.5784
C 2.7993 -0.4073 6.3574
C 2.7653 -1.0249 5.1382
C 1.9957 -0.4645 4.1082
S 1.8955 -1.2683 2.5312
N 2.7537 1.7848 1.5466
H 2.4175 -4.1317 -2.0264
H 4.3857 -4.1239 -3.5580
H 5.7120 -2.1351 -3.8317
H 5.1583 -0.0943 -2.6317
H 5.2187 1.3647 -0.5530
H 4.9232 -0.0464 0.4064
H 6.0660 1.9957 1.7651
H 5.5694 3.6104 3.4853
H 3.0379 4.0501 4.0565
H 0.5743 3.4330 1.9917
H 0.8103 3.4174 3.7154
H 0.9011 2.3055 5.7150
H 2.1373 1.2523 7.5134
H 3.4922 -0.8415 7.1205
H 3.3082 -1.9151 4.8861
C -3.8519 -2.3750 1.1504
C -3.0845 -1.2128 0.5295
C -3.6155 -0.3572 -0.3977
C -2.8988 0.7335 -0.9143
C -1.5483 0.7916 -0.5257
Br -0.2528 2.1304 -0.9994
N -0.9996 0.0162 0.4670
C -1.7766 -0.9998 0.9647
H -3.5245 -3.3607 0.7409
H -4.9005 -2.2720 0.8835
H -3.5744 -2.4263 2.1947
H -4.6786 -0.3691 -0.7073
H -3.3378 1.4517 -1.5747
H -1.2900 -1.5979 1.7226
C -7.9672 1.2188 -3.4525
C -6.5780 0.6803 -3.4749
O -5.8909 0.5320 -2.4851
S -5.9194 0.4159 -5.0882
C -4.3458 -0.2565 -4.7359
C -4.3835 -1.4788 -4.0688
C -3.2610 -1.9762 -3.3913
C -2.0635 -1.2588 -3.4994
C -2.0370 -0.1129 -4.3022
C -3.1966 0.4571 -4.9037
C -0.9512 -1.5574 -2.6654
C -0.0680 -1.7708 -1.8851
H -8.6726 0.4461 -2.9866
H -8.2396 1.5903 -4.4914
H -7.9934 2.0740 -2.7621
H -5.3886 -1.9276 -3.8959
H -3.3728 -2.8992 -2.8072
H -1.0625 0.3722 -4.3298
H -3.2084 1.3569 -5.4747
```

Values from the calculation:
* 2S+1: 1
* charge: +2
* max |F|: 3.39 eV/A
* LUMO energy (spin up / spin down): -5.699 / -5.701 eV

---

(5)
Here is a 4-piece molecular cluster, CH11N3O3 overall in a non-equilibrium geometry from the OMol25 dataset. Energies are from ωB97M-V/def2-TZVPD.

```
18
CH11N3O3 ωB97M-V/def2-TZVPD
N -0.6877 0.2787 -0.0792
C -0.2672 -0.4405 0.8653
N 0.7017 -0.0194 1.7246
N -0.6427 -1.8325 1.0839
H -0.8751 1.3159 0.0926
H 1.1883 -0.4811 2.4295
H 0.9039 0.9594 1.7676
H -0.7277 -2.2564 0.1918
H 0.2274 -2.2885 1.5770
O 2.8317 0.5046 -0.1281
H 3.2089 -0.1379 -0.8228
H 1.9672 0.5180 -0.6547
O -3.3644 1.0811 -0.3844
H -3.6166 0.2726 0.0312
H -2.4361 1.0085 -0.7057
O 0.9125 0.4338 -2.1767
H 0.6249 0.4979 -3.0830
H 0.0510 0.5859 -1.7288
```

Values from the calculation:
* 2S+1: 1
* max |F|: 3.84 eV/A
* structure (SMILES): N=C(N)N.O.O.O
* LUMO energy: 0.560 eV

---

(6)
Here is an isolated ion of composition C36H30F5N4O2 and charge +1 in a non-equilibrium geometry from the OMol25 dataset. Energies are from ωB97M-V/def2-TZVPD.

```
77
C36H30F5N4O2 ωB97M-V/def2-TZVPD
C -0.4308 2.8374 0.9738
O 0.1213 1.9670 1.9637
C -0.6543 1.1987 2.8682
C -1.6193 2.0370 3.7253
C -2.4297 1.3061 4.6071
C -3.5481 1.8960 5.1980
C -3.8951 3.2066 4.8390
C -3.0411 3.9558 4.0261
C -1.8472 3.3982 3.5516
C 0.4879 0.6274 3.7462
N 0.6876 0.6796 5.0873
C -0.0553 1.3154 6.1507
C 1.9386 0.1263 5.4045
C 2.5847 -0.0012 6.6351
C 3.9250 -0.4274 6.6117
C 4.5710 -0.6913 5.3894
C 3.8958 -0.5578 4.1650
C 2.5613 -0.1543 4.2190
N 1.6413 0.1650 3.2019
C 2.0649 0.1514 1.8232
C -1.4881 0.1496 2.1903
C -0.7837 -0.8293 1.3630
C -0.4390 -2.0709 1.9624
O -0.4428 -2.2505 3.2176
C -0.0726 -3.2011 1.0858
N 0.6300 -4.3007 1.4804
C 1.2659 -4.5409 2.7600
C 0.6861 -5.2047 0.4326
C -0.0278 -4.6806 -0.5906
N -0.5364 -3.4601 -0.1575
C -1.4770 -2.6948 -0.9321
C -1.0377 -1.9996 -2.0506
F 0.2968 -1.9811 -2.3093
C -1.9347 -1.3028 -2.8552
F -1.4966 -0.5826 -3.9159
C -3.2907 -1.3193 -2.5244
F -4.1656 -0.6099 -3.2689
C -3.7482 -2.0228 -1.4109
F -5.0558 -1.9915 -1.0744
C -2.8337 -2.7159 -0.6290
F -3.2385 -3.4278 0.4461
C -2.7159 0.7271 1.4101
C -3.9652 0.7677 2.0385
C -5.0366 1.4429 1.4619
C -4.9239 1.9261 0.1534
C -3.7440 1.6994 -0.5557
C -2.6461 1.0894 0.0625
H 0.0999 3.7935 1.0739
H -0.1983 2.4104 -0.0117
H -1.5145 3.0155 1.0806
H -2.1844 0.2536 4.8039
H -4.1542 1.3226 5.9089
H -4.8118 3.6504 5.2273
H -3.2877 4.9815 3.7488
H -1.1379 4.0101 2.9930
H 0.6507 1.4143 6.9805
H -0.4069 2.3178 5.8761
H -0.8833 0.6960 6.5135
H 2.0624 0.2015 7.5711
H 4.4685 -0.5651 7.5494
H 5.6155 -1.0160 5.3955
H 4.3712 -0.7535 3.1984
H 3.0136 -0.3877 1.8350
H 1.3604 -0.3905 1.1779
H 2.2243 1.1713 1.4511
H -1.9314 -0.4514 2.9914
H -0.7483 -0.7349 0.2811
H 0.9814 -3.7544 3.4597
H 0.9276 -5.5073 3.1487
H 2.3553 -4.5765 2.6343
H 1.2077 -6.1426 0.5174
H -0.2546 -5.0764 -1.5672
H -4.0603 0.3065 3.0278
H -5.9668 1.5464 2.0297
H -5.7671 2.4335 -0.3189
H -3.6635 1.9896 -1.6043
H -1.7120 0.9608 -0.4912
```

Values from the calculation:
* 2S+1: 1
* charge: +1
* max |F|: 3.33 eV/A
* structure (SMILES): CO[C@](c1ccccc1)(c1n(C)c2ccccc2[n+]1C)[C@H](/C=C(\[O-])c1n(C)cc[n+]1-c1c(F)c(F)c(F)c(F)c1F)c1ccccc1
* LUMO energy: -2.322 eV

---

(7)
Here is one molecule with the formula C5H8O in a non-equilibrium geometry from the OMol25 dataset. Energies are from ωB97M-V/def2-TZVPD.

```
14
C5H8O ωB97M-V/def2-TZVPD
C -0.5597 -0.3991 1.3892
C -0.2816 -0.1627 2.6606
C -0.0897 -1.1226 -0.6682
C -0.4091 0.3717 -0.8829
C 0.5828 1.1426 -1.5175
O -0.7727 -1.5083 0.6490
H 0.0530 -1.0198 3.2824
H -0.1266 0.8887 3.0579
H -0.3587 -1.8139 -1.4588
H 0.9512 -1.1529 -0.4242
H -1.4455 0.6596 -1.1533
H 1.1463 0.5212 -2.2855
H 1.1987 1.5199 -0.6460
H 0.1117 2.0756 -2.0027
```

Values from the calculation:
* 2S+1: 1
* max |F|: 4.96 eV/A
* LUMO energy (spin up / spin down): 0.439 / 0.406 eV

---

(8)
Here is C6AsCl5NOReS5 as an isolated structure in a non-equilibrium geometry from the OMol25 dataset. Energies are from ωB97M-V/def2-TZVPD.

```
20
C6AsCl5NOReS5 ωB97M-V/def2-TZVPD
Re -0.6256 0.0953 0.5468
Cl -0.4210 2.3885 0.6293
C -0.6681 2.3149 -1.0971
C -0.8095 0.9631 -1.3969
C -1.1350 0.6308 -2.7007
Cl -1.3743 -1.0222 -3.1297
C -1.3046 1.6309 -3.6765
Cl -1.7229 1.2138 -5.2744
C -1.0995 2.9811 -3.3356
Cl -1.2558 4.1816 -4.5297
C -0.7853 3.3548 -2.0034
Cl -0.5924 4.9854 -1.5641
S 3.3226 -1.2104 3.8200
As 1.5546 -1.1514 2.5282
S 1.5680 -0.7721 0.2794
S -0.2995 -0.0385 2.9138
S 2.1569 -3.0161 3.5128
O -0.7570 -3.4073 -1.0826
S -1.8907 -2.5554 -1.0338
N -1.5042 -1.3683 -0.0251
```

Values from the calculation:
* 2S+1: 1
* charge: +2
* max |F|: 5.40 eV/A
* LUMO energy: -10.319 eV

---

(9)
Here is C38H51AuN8OSb3 as an isolated structure in a non-equilibrium geometry from the OMol25 dataset. Energies are from ωB97M-V/def2-TZVPD.

```
102
C38H51AuN8OSb3 ωB97M-V/def2-TZVPD
Au 0.9037 0.1489 0.1178
C -3.9815 -2.2487 -1.8322
N -2.9462 -1.5510 -1.0703
C -1.6462 -1.4234 -1.3299
N -1.0720 -0.7265 -0.3603
C -2.1049 -0.4496 0.4906
N -3.2520 -0.9347 0.0921
C -3.8126 -3.7533 -1.8493
C -4.4056 -4.4947 -2.8813
C -4.3251 -5.8808 -2.9189
C -3.6347 -6.5603 -1.9347
C -3.0366 -5.8245 -0.8974
C -3.1390 -4.4197 -0.8541
C -2.2954 -6.5038 0.0998
N -1.9870 -7.8098 0.1652
N -1.2202 -7.9810 1.2191
C -1.0689 -6.7807 1.8078
O -1.7444 -5.8310 1.1255
C -0.3099 -6.4436 2.9433
C 0.5425 -7.4040 3.5322
C 1.3373 -7.0238 4.5898
C 1.2847 -5.7146 5.0674
C 0.4127 -4.7646 4.5156
C 0.3503 -3.3498 5.0490
N 0.8689 -2.3827 4.0860
C 0.2137 -1.6851 3.1545
N 1.0683 -0.9771 2.4342
C 2.2699 -1.3115 2.9852
N 2.1913 -2.1582 3.9823
C -0.3790 -5.1320 3.4572
H -4.0002 -1.8496 -2.8460
H -4.9218 -1.9814 -1.3510
H -1.1557 -1.8501 -2.1903
H -1.9935 0.1187 1.3996
H -4.9453 -3.9788 -3.6670
H -4.7993 -6.4264 -3.7225
H -3.5495 -7.6383 -1.9499
H -2.6916 -3.8801 -0.0297
H 0.5711 -8.4108 3.1379
H 2.0101 -7.7363 5.0457
H 1.9265 -5.4273 5.8915
H 0.9394 -3.2530 5.9574
H -0.6776 -3.0651 5.2708
H -0.8596 -1.6899 3.0506
H 3.2144 -0.9189 2.6452
H -1.0593 -4.4210 3.0061
C 5.0257 0.9068 0.2458
Sb 3.0371 1.6318 0.3857
C 3.1812 3.2154 -1.0168
C 3.0826 2.6961 2.2668
C 3.0775 4.1710 2.0284
C 4.2995 4.8345 1.9061
C 4.3638 6.1949 1.6653
C 3.1859 6.9198 1.5349
C 1.9698 6.2713 1.6516
C 1.8898 4.8985 1.8994
C 0.5451 4.2583 1.9953
Sb -0.1869 3.5583 0.0307
C -0.1428 5.4360 -0.9867
C -2.2717 3.5470 0.5186
H 5.6837 1.7740 0.2335
H 5.1604 0.3295 -0.6659
H 5.2582 0.2811 1.1051
H 3.9915 3.8760 -0.7122
H 2.2569 3.7863 -1.0657
H 3.4057 2.7891 -1.9943
H 4.0000 2.3695 2.7556
H 2.2312 2.3279 2.8353
H 5.2186 4.2738 2.0413
H 5.3219 6.6919 1.5995
H 3.2188 7.9858 1.3563
H 1.0509 6.8400 1.5695
H -0.2345 4.9729 2.2575
H 0.4901 3.3977 2.6574
H -0.7345 6.1565 -0.4239
H -0.5780 5.3184 -1.9783
H 0.8795 5.7969 -1.0794
H -2.5345 4.5350 0.8939
H -2.4775 2.8041 1.2874
H -2.8740 3.3283 -0.3612
C 1.3816 4.1121 -4.1352
C -0.0526 3.7775 -3.7493
Sb -0.2431 2.2142 -2.2791
C 0.6103 0.5869 -3.4164
C 0.0341 0.3963 -4.8160
C -2.3913 2.0700 -2.1823
C -3.0681 1.5108 -3.4308
H 1.3804 4.8429 -4.9444
H 1.9276 3.2376 -4.4935
H 1.9338 4.5508 -3.3052
H -0.6179 3.3866 -4.5982
H -0.5863 4.6436 -3.3584
H 0.5442 -0.3066 -2.7972
H 1.6665 0.8595 -3.4634
H -1.0163 0.1133 -4.8034
H 0.5832 -0.3958 -5.3286
H 0.1352 1.2943 -5.4248
H -2.6894 3.1057 -2.0046
H -2.6460 1.5005 -1.2894
H -2.7570 2.0259 -4.3393
H -4.1500 1.6315 -3.3503
H -2.8600 0.4481 -3.5615
```

Values from the calculation:
* 2S+1: 1
* charge: +3
* max |F|: 3.45 eV/A
* LUMO energy: -10.386 eV

---

Question: Look up the 2S+1 of the seventh one.
Answer: 1